Record 1
Entry from the Open Molecules 2025 dataset: a 10-piece molecular cluster, C23H35ClFN11O5S2 overall at a distorted geometry (the ωB97M-V functional and the def2-TZVPD basis).

```
78
C23H35ClFN11O5S2, DFT the ωB97M-V functional and the def2-TZVPD basis
O 0.716 -4.066 2.796
C 0.695 -3.219 1.973
Cl 1.296 -3.501 0.334
C 0.142 -1.810 2.212
N -0.644 -1.362 1.064
C -2.066 -1.254 1.305
S -2.816 -2.695 2.038
O -4.230 -2.525 1.848
O -2.313 -3.911 1.478
S 0.004 0.188 0.325
O -1.424 1.324 -0.670
O 0.926 -0.147 -0.698
F 0.921 1.252 1.554
H 1.037 -1.194 2.360
H -0.402 -1.788 3.155
H -2.562 -1.159 0.339
H -2.364 -0.360 1.872
H -2.628 -2.593 3.380
C -2.690 0.620 -4.273
C -2.231 0.922 -2.923
N -1.871 1.160 -1.865
H -3.584 1.191 -4.491
H -1.915 0.876 -4.991
H -2.917 -0.441 -4.355
C -4.013 3.538 -7.223
C -3.980 2.103 -6.975
N -3.960 0.972 -6.786
H -4.171 3.723 -8.284
H -4.825 3.991 -6.657
H -3.070 3.987 -6.918
C 3.883 1.491 -2.068
C 3.779 2.391 -3.211
N 3.693 3.097 -4.111
H 4.927 1.347 -1.804
H 3.356 1.913 -1.214
H 3.443 0.527 -2.312
C -5.065 -0.680 -10.039
C -5.846 0.451 -10.523
N -6.461 1.343 -10.896
H -4.377 -0.342 -9.265
H -5.725 -1.437 -9.623
H -4.495 -1.117 -10.857
C -3.316 -6.751 3.204
C -2.972 -7.533 4.383
N -2.701 -8.149 5.312
H -2.424 -6.275 2.799
H -3.749 -7.398 2.444
H -4.039 -5.982 3.468
C -3.294 -9.040 8.483
C -2.777 -8.861 9.834
N -2.370 -8.720 10.897
H -4.212 -8.469 8.361
H -2.566 -8.695 7.754
H -3.503 -10.092 8.304
C 7.225 -1.271 -0.664
C 5.833 -0.979 -0.347
N 4.738 -0.750 -0.097
H 7.319 -1.518 -1.720
H 7.843 -0.402 -0.444
H 7.569 -2.113 -0.068
C 0.894 4.190 2.628
C 1.440 4.751 3.856
N 1.873 5.188 4.824
H -0.149 4.485 2.519
H 1.458 4.553 1.771
H 0.956 3.104 2.652
C 5.562 5.835 4.451
C 6.563 5.260 3.561
N 7.348 4.811 2.857
H 5.023 5.044 4.968
H 6.045 6.476 5.186
H 4.852 6.426 3.877
C 3.470 7.089 0.110
C 2.745 5.875 -0.241
N 2.180 4.918 -0.521
H 4.491 6.838 0.393
H 3.492 7.765 -0.742
H 2.979 7.584 0.946
```

For the maximum force, the calculation gives 4.33 eV/Å. The calculation puts the LUMO energy at -0.308 eV. Its HOMO-LUMO gap is 8.693 eV. For the total energy, the calculation gives -87947.9115 eV.


Record 2
Entry from the Open Molecules 2025 dataset: C23H35INO3P2Ru as an isolated structure at a distorted geometry (the ωB97M-V functional and the def2-TZVPD basis).

```
66
C23H35INO3P2Ru, DFT the ωB97M-V functional and the def2-TZVPD basis
C 4.193 -0.054 -0.346
I 1.621 0.939 -2.765
H 4.576 0.424 -1.258
H 4.597 -1.072 -0.308
H 4.568 0.512 0.517
Ru 2.141 -0.130 -0.368
P 2.437 -2.136 -1.677
C 2.001 -3.526 -0.580
C 1.561 -2.569 -3.234
H 2.044 -3.470 -3.654
H 4.149 -3.335 -2.965
H 1.634 -1.732 -3.943
H 4.584 -1.618 -2.699
H 1.053 -3.272 -0.086
H 0.500 -2.771 -3.031
C 4.158 -2.515 -2.232
H 1.889 -4.453 -1.158
H 4.779 -2.797 -1.375
H 2.784 -3.650 0.178
P 2.322 2.114 0.464
C 2.067 2.141 2.273
C 3.937 2.944 0.244
H 1.244 3.292 -1.324
H 1.326 4.311 0.156
H 0.121 2.982 0.025
C 1.136 3.301 -0.231
H 4.242 2.842 -0.803
H 3.839 4.007 0.495
H 2.262 3.151 2.649
H 2.736 1.413 2.752
H 4.696 2.494 0.894
H 1.032 1.837 2.463
C 2.303 -0.960 1.272
O 2.479 -1.463 2.309
C -3.512 -0.229 -3.105
C -3.196 0.791 -2.044
C -2.840 2.076 -2.447
C -2.496 3.050 -1.508
C -2.513 2.729 -0.154
C -2.854 1.433 0.270
N -2.944 1.248 1.647
C -2.830 0.108 2.456
C -3.787 -0.065 3.481
C -3.718 -1.160 4.335
C -2.711 -2.123 4.151
C -1.764 -1.959 3.127
C -1.816 -0.854 2.275
C -0.811 -0.761 1.122
O -0.699 -1.789 0.403
O -0.199 0.344 0.988
C -3.243 0.461 -0.680
C -3.689 -0.893 -0.253
H -2.808 -1.076 -3.066
H -4.533 -0.625 -3.005
H -3.416 0.252 -4.088
H -2.831 2.305 -3.513
H -2.213 4.053 -1.835
H -2.281 3.472 0.617
H -3.212 2.081 2.179
H -4.595 0.671 3.563
H -4.454 -1.258 5.136
H -2.685 -3.018 4.779
H -0.967 -2.691 2.957
H -2.814 -1.549 -0.144
H -4.227 -0.866 0.698
H -4.351 -1.341 -0.996
```

For the maximum force, the calculation gives 8.54 eV/Å. The calculation puts the LUMO energy (spin up / spin down) at -6.092 / -9.663 eV. Its HOMO-LUMO gap (spin up / spin down) is 6.303 / 4.601 eV. The expectation value of S² is 8.8051. For the total energy, the calculation gives -61294.6146 eV. The energy relative to the best compared isomer or geometry (same formula, charge and spin) is 0.0 kJ/mol. The net charge is +2. Its spin multiplicity is 6.


Record 3
Entry from the Open Molecules 2025 dataset: a 8-piece molecular cluster, C23H35N10OS overall at a distorted geometry (the ωB97M-V functional and the def2-TZVPD basis).

```
70
C23H35N10OS, DFT the ωB97M-V functional and the def2-TZVPD basis
C -1.938 2.946 2.591
C -0.890 3.115 1.604
C -1.004 2.711 0.086
N 0.042 2.246 -0.833
S 1.691 2.025 -0.349
C -0.494 1.998 -2.151
C 0.186 1.520 -3.509
C 0.755 0.021 -3.243
N -0.176 -0.875 -2.940
C -2.008 2.276 -2.140
N -2.175 2.701 -0.764
C -3.592 3.055 -0.346
C -4.128 1.747 0.462
O -4.834 0.830 -0.425
H -2.867 3.629 2.671
H -1.897 2.106 3.382
H 0.085 3.624 1.952
H 1.737 0.737 0.212
H -0.550 1.483 -4.392
H 1.008 2.262 -3.781
H 1.872 -0.238 -3.317
H 0.331 -1.761 -2.774
H -2.744 2.162 -2.994
H -3.509 3.979 0.315
H -4.207 3.206 -1.291
H -4.736 2.038 1.384
H -3.188 1.169 0.806
H -4.614 -0.102 -0.173
C -3.297 -1.332 2.828
C -3.301 -1.596 1.354
N -3.301 -1.805 0.190
H -3.639 -0.315 3.025
H -3.961 -2.035 3.333
H -2.285 -1.451 3.222
C 0.220 6.636 3.107
C -1.262 6.427 3.179
N -2.429 6.262 3.237
H 0.566 6.491 2.082
H 0.467 7.650 3.425
H 0.728 5.924 3.759
C -4.674 -4.951 -0.762
C -4.292 -6.217 -1.470
N -3.992 -7.212 -2.027
H -3.917 -4.185 -0.939
H -5.636 -4.594 -1.132
H -4.750 -5.135 0.311
C 3.935 -1.925 -0.972
C 4.113 -0.589 -0.318
N 4.253 0.465 0.198
H 3.978 -2.715 -0.221
H 2.967 -1.966 -1.476
H 4.725 -2.088 -1.705
C -0.871 -5.073 1.754
C -0.679 -3.740 2.413
N -0.529 -2.691 2.932
H -0.838 -5.865 2.503
H -1.837 -5.101 1.247
H -0.079 -5.241 1.022
C 6.013 -5.736 0.065
C 5.783 -4.845 -1.118
N 5.602 -4.144 -2.050
H 7.030 -6.131 0.040
H 5.873 -5.171 0.988
H 5.307 -6.568 0.045
C 5.982 2.816 -1.887
C 6.024 4.279 -2.210
N 6.056 5.430 -2.465
H 6.786 2.566 -1.194
H 5.025 2.565 -1.427
H 6.104 2.230 -2.800
```

For the maximum force, the calculation gives 7.50 eV/Å. The calculation puts the LUMO energy at -4.812 eV. Its HOMO-LUMO gap is 6.317 eV. For the total energy, the calculation gives -52185.8338 eV. The net charge is +1.


Record 4
Entry from the Open Molecules 2025 dataset: one molecule with the formula C23H35N3O2 (the ωB97M-V functional and the def2-TZVPD basis).

```
63
C23H35N3O2, DFT the ωB97M-V functional and the def2-TZVPD basis
C 0.991 -4.087 0.103
C -0.202 -3.179 0.227
C -1.144 -3.103 -0.789
C -2.242 -2.258 -0.704
C -2.417 -1.525 0.462
C -1.494 -1.562 1.494
C -0.370 -2.380 1.360
O 0.550 -2.371 2.375
H 1.230 -3.027 2.186
C -1.659 -0.721 2.722
H -1.343 -1.275 3.603
H -2.693 -0.409 2.840
H -1.034 0.170 2.650
H -3.291 -0.897 0.569
C -3.188 -2.096 -1.874
N -2.894 -1.040 -2.828
C -3.018 0.326 -2.369
C -1.779 0.873 -1.651
C -0.522 0.706 -2.518
N 0.721 1.109 -1.867
C 0.881 2.549 -1.746
C 2.313 2.899 -1.342
H 2.996 2.592 -2.136
H 2.385 3.979 -1.210
C 2.715 2.192 -0.045
C 1.954 2.772 1.151
O 1.221 3.736 1.088
N 2.204 2.129 2.317
C 1.555 2.461 3.544
C 1.082 1.361 4.447
C 2.260 2.210 4.840
H 2.139 2.926 5.637
H 3.241 1.760 4.806
H 0.151 1.495 4.975
H 1.269 0.341 4.147
H 0.952 3.351 3.425
H 2.826 1.338 2.335
C 2.449 0.695 -0.224
C 0.981 0.487 -0.583
H 0.768 -0.581 -0.642
H 0.358 0.915 0.222
H 2.692 0.122 0.673
H 3.066 0.323 -1.043
H 3.782 2.361 0.146
H 0.664 3.003 -2.716
H 0.194 2.979 -1.001
C -0.412 -0.739 -3.015
C -1.725 -1.198 -3.663
H -1.647 -2.247 -3.959
H -1.900 -0.604 -4.568
H -0.180 -1.402 -2.184
H 0.401 -0.808 -3.740
H -0.625 1.351 -3.401
H -1.934 1.930 -1.426
H -1.639 0.339 -0.714
H -3.890 0.396 -1.715
H -3.212 0.941 -3.257
H -4.196 -1.897 -1.493
H -3.220 -3.030 -2.444
H -1.009 -3.713 -1.671
H 0.944 -4.638 -0.833
H 1.020 -4.815 0.917
H 1.923 -3.518 0.109
```

For the maximum force, the calculation gives 0.53 eV/Å. The calculation puts the LUMO energy at 0.445 eV. Its HOMO-LUMO gap is 8.367 eV. For the total energy, the calculation gives -32984.5436 eV. As for the structure (SMILES): Cc1cc(CN2CCC(N3CCC(C(=O)NC4CC4)CC3)CC2)cc(C)c1O. The energy relative to the best compared isomer or geometry (same formula, charge and spin) is 172.2 kJ/mol.


Record 5
Entry from the Open Molecules 2025 dataset: a 2-piece molecular cluster, C23H36BrFINO5 overall at a distorted geometry (the ωB97M-V functional and the def2-TZVPD basis).

```
68
C23H36BrFINO5, DFT the ωB97M-V functional and the def2-TZVPD basis
C 2.149 0.329 2.928
C 0.926 -0.154 2.082
C 0.045 -1.019 2.985
C -1.294 -1.539 2.292
C -1.475 -0.980 0.918
C -0.838 -1.674 -0.100
C -0.063 -2.978 0.098
C -1.099 -4.148 0.268
F 0.858 -2.960 1.117
C -0.893 -1.208 -1.401
C -0.203 -1.928 -2.546
O -0.854 -2.487 -3.400
O 1.165 -1.968 -2.599
C 1.755 -0.714 -3.068
C 1.996 0.204 -1.841
C 3.072 -1.114 -3.762
C 3.830 0.123 -4.310
C 5.361 -0.087 -4.109
C -1.648 -0.054 -1.658
I -1.725 0.664 -3.654
C -2.314 0.573 -0.632
C -3.151 1.770 -1.011
C -2.279 3.078 -1.109
N -2.209 0.127 0.641
C -2.961 0.850 1.703
Br -1.824 1.630 3.084
C -4.122 -0.007 2.295
C -5.383 0.891 2.428
H 2.105 -0.171 3.908
H 3.102 0.018 2.489
H 2.082 1.401 3.122
H 1.345 -0.682 1.220
H 0.438 0.756 1.714
H 0.614 -1.867 3.377
H -0.249 -0.425 3.855
H -1.209 -2.626 2.282
H -2.099 -1.315 2.991
H 0.500 -3.244 -0.803
H -0.967 -4.889 -0.522
H -2.118 -3.754 0.277
H -0.853 -4.628 1.223
H 1.133 -0.231 -3.828
H 1.521 1.185 -1.968
H 1.579 -0.235 -0.929
H 3.071 0.328 -1.672
H 2.784 -1.823 -4.549
H 3.641 -1.681 -3.013
H 3.602 0.193 -5.380
H 3.467 1.030 -3.814
H 5.832 0.895 -4.010
H 5.508 -0.619 -3.165
H 5.748 -0.670 -4.947
H -4.009 1.929 -0.353
H -3.615 1.651 -1.992
H -2.533 3.584 -2.046
H -1.213 2.844 -1.149
H -2.552 3.738 -0.283
H -3.452 1.728 1.304
H -4.326 -0.853 1.629
H -3.863 -0.323 3.308
H -5.718 1.198 1.431
H -6.144 0.316 2.957
H -5.074 1.783 2.987
C 2.749 4.025 3.673
O 3.178 5.164 3.948
O 3.353 3.483 2.512
O 1.902 3.315 4.237
H 3.922 4.249 2.343
```

For the maximum force, the calculation gives 1.95 eV/Å. The calculation puts the LUMO energy at -2.191 eV. Its HOMO-LUMO gap is 4.205 eV. For the total energy, the calculation gives -117020.2602 eV.


Record 6
Entry from the Open Molecules 2025 dataset: C23H36F5N6OTeTi as an isolated structure (the ωB97M-V functional and the def2-TZVPD basis).

```
73
C23H36F5N6OTeTi, DFT the ωB97M-V functional and the def2-TZVPD basis
Ti 0.799 -0.096 1.455
C -3.061 2.992 1.247
C -2.525 1.602 1.426
C -3.060 0.532 0.687
C -2.691 -0.778 0.925
C -1.781 -1.067 1.940
C -1.219 -0.018 2.677
C -1.575 1.318 2.397
H -2.329 3.750 1.523
H -3.926 3.129 1.899
H -3.407 3.167 0.229
H -3.813 0.740 -0.065
H -3.153 -1.578 0.362
H -1.562 -2.089 2.215
H -0.638 -0.233 3.573
H -1.163 2.112 3.007
C -0.479 4.244 -0.847
N 0.086 2.888 -0.816
C -0.647 1.919 -1.638
C 1.201 2.575 -0.174
N 1.427 1.197 0.102
C 3.260 0.001 -0.665
C 4.321 0.721 -0.141
C 5.448 0.082 0.354
C 5.496 -1.304 0.342
C 4.462 -2.029 -0.238
C 3.355 -1.392 -0.783
N 0.832 -1.417 0.165
C 1.071 -2.365 -0.640
N 2.332 -2.205 -1.537
C 2.936 -3.541 -1.918
C 1.988 -1.503 -2.840
N 0.407 -3.518 -0.733
C -0.438 -3.897 0.406
C 0.077 -4.283 -1.950
N 2.106 3.483 0.171
C 2.339 4.725 -0.583
C 2.935 3.367 1.374
H -1.560 4.144 -0.793
H -0.231 4.770 -1.767
H -0.139 4.812 0.013
H -1.710 2.026 -1.437
H -0.334 0.906 -1.411
H -0.468 2.133 -2.692
H 4.248 1.798 -0.146
H 6.283 0.659 0.731
H 6.355 -1.833 0.735
H 4.562 -3.103 -0.257
H 2.998 -4.184 -1.047
H 3.917 -3.351 -2.342
H 2.319 -4.003 -2.674
H 1.429 -0.604 -2.625
H 1.411 -2.181 -3.460
H 2.925 -1.264 -3.337
H 0.033 -3.582 1.333
H -0.528 -4.982 0.403
H -1.433 -3.462 0.314
H 0.338 -3.754 -2.858
H -1.004 -4.421 -1.963
H 0.550 -5.264 -1.932
H 1.946 4.637 -1.590
H 3.418 4.858 -0.648
H 1.917 5.596 -0.084
H 2.804 2.394 1.828
H 2.626 4.133 2.087
H 3.978 3.545 1.118
F 5.503 -0.465 4.301
Te 3.912 -0.601 3.381
F 1.990 -1.273 2.420
F 4.266 -2.363 3.043
F 2.980 -0.906 4.917
F 1.397 1.081 2.740
O 2.121 0.691 -1.057
```

For the maximum force, the calculation gives 0.34 eV/Å. The calculation puts the LUMO energy at -9.746 eV. Its HOMO-LUMO gap is 7.884 eV. For the total energy, the calculation gives -79394.1358 eV. The energy relative to the best compared isomer or geometry (same formula, charge and spin) is 323.7 kJ/mol. The net charge is +3.


Record 7
Entry from the Open Molecules 2025 dataset: C23H36F6MgN3OSb2 as an isolated structure (the ωB97M-V functional and the def2-TZVPD basis).

```
72
C23H36F6MgN3OSb2, DFT the ωB97M-V functional and the def2-TZVPD basis
Mg -0.557 0.181 -0.272
C 0.010 1.592 3.705
Sb 0.327 -0.060 2.410
C -0.724 -1.524 3.551
C 2.276 -0.748 3.063
C 3.393 0.246 3.164
C 3.381 1.138 4.241
C 4.378 2.076 4.423
C 5.433 2.125 3.519
C 5.471 1.230 2.468
C 4.466 0.279 2.263
C 4.582 -0.621 1.074
Sb 3.829 0.277 -0.779
C 2.597 1.778 0.142
C 2.304 -1.236 -1.044
H 0.224 1.281 4.725
H -1.030 1.904 3.630
H 0.658 2.422 3.429
H -0.326 -1.489 4.564
H -0.570 -2.518 3.135
H -1.790 -1.306 3.579
H 2.517 -1.608 2.443
H 2.017 -1.122 4.055
H 2.577 1.075 4.965
H 4.344 2.751 5.267
H 6.229 2.845 3.646
H 6.307 1.253 1.778
H 4.060 -1.569 1.187
H 5.631 -0.846 0.886
H 3.113 2.733 0.065
H 2.415 1.567 1.198
H 1.660 1.869 -0.405
H 2.818 -2.185 -1.198
H 1.688 -1.025 -1.918
H 1.679 -1.346 -0.155
C -0.431 -3.531 -4.265
C -0.437 -2.016 -4.285
N -0.732 -1.508 -2.952
C -1.259 -2.215 -1.932
N -1.339 -1.630 -0.742
C -2.121 -2.351 0.262
C -1.767 -3.826 0.253
C -2.128 -4.375 -1.112
N -1.676 -3.475 -2.171
C -1.681 -3.992 -3.538
H 0.451 -3.901 -3.738
H -0.411 -3.922 -5.281
H -1.191 -1.659 -4.992
H 0.527 -1.618 -4.602
H -0.554 -0.524 -2.756
H -3.195 -2.227 0.077
H -1.923 -1.914 1.241
H -2.300 -4.378 1.026
H -0.694 -3.936 0.430
H -3.212 -4.508 -1.191
H -1.666 -5.350 -1.278
H -2.576 -3.648 -4.067
H -1.733 -5.077 -3.478
C -1.291 2.067 -3.820
C -1.021 2.160 -2.320
O -0.249 1.113 -1.863
C -0.301 3.497 -2.026
F -0.944 4.551 -2.540
F -0.175 3.711 -0.704
F 0.928 3.467 -2.550
C -2.359 2.117 -1.553
F -3.075 1.043 -1.907
F -3.121 3.188 -1.659
F -2.113 1.935 -0.192
H -0.330 2.011 -4.330
H -1.840 2.929 -4.193
H -1.859 1.164 -4.035
```

For the maximum force, the calculation gives 0.32 eV/Å. The calculation puts the LUMO energy at -2.369 eV. Its HOMO-LUMO gap is 8.223 eV. For the total energy, the calculation gives -65775.9379 eV. The energy relative to the best compared isomer or geometry (same formula, charge and spin) is 28.4 kJ/mol. The net charge is +1.


Q: Which of these has the lowest maximum force?
A: C23H36F6MgN3OSb2


Q: Among the records above, which one has the highest total energy?
A: C23H35N3O2


Q: Which of these has the highest maximum force?
A: C23H35INO3P2Ru